[1]
The following is a DFT calculation (wB97M-V/def2-TZVPD) of a molecular structure, C2H5NOS2 in a non-equilibrium geometry.

Last column: Mulliken spin population.
Atoms and positions in Å:
S1 3.66588 -0.05154 -0.19748  0.000
S2 -0.00537 -1.29742 -0.79989  1.480
O1 -1.31250 -1.47994 0.27222  0.291
N1 -0.24702 0.31946 -1.15079  -0.043
C1 -1.31148 0.76032 -0.64627  0.210
C2 -2.03755 -0.20231 0.36525  -0.043
H1 -3.10705 -0.41287 0.16185  0.041
H2 -1.56953 1.88593 -0.71096  0.013
H3 2.97136 0.52212 0.72907  -0.001
H4 -1.91532 -0.01687 1.41767  0.049
H5 4.86858 -0.02689 0.55933  0.002

Force components x, y, z for each atom (eV/Å):
2.23 -0.66 -0.21
3.05 -1.95 -2.27
-1.99 2.14 0.61
0.24 0.16 0.36
-1.97 1.46 2.06
0.13 -1.33 -0.94
0.50 0.48 -0.05
0.13 -2.05 -0.16
-0.67 0.63 1.06
-0.07 1.09 0.39
-1.57 0.02 -0.87

The value obtained for the energy above the lowest of the compared OMol25 structures with the same formula, charge and spin is 1.461 eV. Its electronic energy is -1005.38509 Ha. The gap between HOMO and LUMO (alpha / beta) comes out at 0.2235 / 0.2897 hartree. The calculation puts the maximum force at 0.0830 Eh/bohr. Its multiplicity is 3. The value obtained for the HOMO energy (alpha / beta) is -5.35 / -9.58 eV.


[2]
The following is a DFT calculation (wB97M-V/def2-TZVPD) of a single C2H5NS molecule in a non-equilibrium geometry.

Last column: natural (NBO) charge in e.
Atoms and positions in Å:
S1 -0.29514 2.58844 0.05530  -0.168
N1 -0.38943 0.32638 1.36904  -0.767
C1 -0.18058 0.93888 0.17478  0.125
C2 0.25223 0.10535 -0.91754  -0.691
H1 0.02923 -0.52786 1.41690  0.367
H2 0.93987 0.59092 -1.72580  0.263
H3 0.64232 -0.85266 -0.54632  0.206
H4 -0.58402 -0.22168 -1.43126  0.247
H5 -0.33029 0.87956 2.29885  0.417

Force components x, y, z for each atom (eV/Å):
-0.19 -0.39 -0.17
-0.62 3.03 1.63
0.29 2.93 1.89
2.54 -0.76 -1.63
1.07 -2.92 0.48
-1.19 -0.73 1.93
0.52 0.29 -0.14
-2.00 -0.45 -1.34
-0.41 -1.00 -2.65

The value obtained for the energy above the lowest of the compared OMol25 structures with the same formula, charge and spin is 0.397 eV. Its electronic energy is -532.12799 Ha. The SMILES is CC(N)=S. The gap between HOMO and LUMO comes out at 0.3249 hartree. The calculation puts the maximum force at 0.0681 Eh/bohr. The value obtained for the HOMO energy is -8.28 eV.


[3]
The following is a DFT calculation (wB97M-V/def2-TZVPD) of a single C2H5NS molecule in a non-equilibrium geometry.

Last column: natural (NBO) charge in e.
Atoms and positions in Å:
S1 -1.19911 0.38393 0.01714  0.163
N1 0.34443 -0.91347 -0.84402  -0.355
C1 -0.15216 -2.03767 -1.00555  -0.120
C2 0.10762 1.37669 0.80770  -0.728
H1 0.54299 -2.77799 -1.10814  0.187
H2 -0.38846 2.31223 0.96980  0.221
H3 -1.20480 -2.13649 -1.05788  0.181
H4 0.90042 1.49106 0.00840  0.245
H5 0.41085 1.03163 1.72137  0.207

Force components x, y, z for each atom (eV/Å):
2.69 -1.64 -1.28
-1.54 3.07 2.05
-1.26 1.75 -0.01
-0.76 0.70 -3.57
1.53 -2.43 -0.81
-0.02 0.85 0.02
-0.98 -0.97 0.25
-0.71 -0.07 1.31
1.06 -1.26 2.03

The value obtained for the energy above the lowest of the compared OMol25 structures with the same formula, charge and spin is 2.734 eV. Its electronic energy is -532.04210 Ha. The SMILES is C=NSC. The gap between HOMO and LUMO comes out at 0.3152 hartree. The calculation puts the maximum force at 0.0778 Eh/bohr. The value obtained for the HOMO energy is -8.82 eV.


[4]
The following is a DFT calculation (wB97M-V/def2-TZVPD) of 2 unconnected molecules or ions with the total composition C2H5NS in a non-equilibrium geometry.

Last column: natural (NBO) charge in e.
Atoms and positions in Å:
S1 -0.46221 -0.95520 -0.52472  0.353
N1 0.80122 0.23035 -0.95265  -0.558
C1 2.02957 -0.21948 0.02840  -0.133
C2 -1.70579 0.20353 0.03055  -0.775
H1 2.75696 0.72021 -0.43176  0.204
H2 -2.61879 -0.39483 0.10836  0.229
H3 -1.58406 0.60298 0.99994  0.209
H4 2.64398 -1.29827 1.33999  0.241
H5 -1.86087 1.11072 -0.59811  0.230

Force components x, y, z for each atom (eV/Å):
0.20 1.16 -0.70
4.90 -4.82 6.76
-1.95 4.75 -4.60
-1.07 0.25 -0.92
-0.96 -3.16 1.97
-0.11 0.21 -0.37
0.81 0.18 1.33
-1.94 2.45 -3.33
0.12 -1.02 -0.14

The value obtained for the energy above the lowest of the compared OMol25 structures with the same formula, charge and spin is 7.929 eV. Its electronic energy is -531.85118 Ha. The gap between HOMO and LUMO comes out at 0.2577 hartree. The calculation puts the maximum force at 0.1875 Eh/bohr. The value obtained for the HOMO energy is -8.31 eV.


[5]
The following is a DFT calculation (wB97M-V/def2-TZVPD) of 2 unconnected molecules or ions with the total composition C2H5NS2 in a non-equilibrium geometry.

Last column: natural (NBO) charge in e.
Atoms and positions in Å:
S1 0.15190 1.72831 0.30568  0.114
S2 -1.74353 -0.70844 0.26220  -0.096
N1 2.08472 0.09466 -0.26808  -0.228
C1 1.72810 -0.99130 0.24592  -0.156
C2 -1.03948 0.76104 -0.68006  -0.705
H1 -1.58425 -0.07523 1.59277  0.159
H2 -1.99157 1.50583 -0.71095  0.245
H3 2.19092 -1.89833 -0.00320  0.203
H4 0.97815 -0.99346 0.97343  0.218
H5 -0.77496 0.57692 -1.71771  0.244

Force components x, y, z for each atom (eV/Å):
1.74 -2.11 -1.29
0.77 1.31 1.54
-1.86 0.99 0.17
0.11 2.30 -0.17
-2.73 2.18 1.69
-0.30 -1.06 -2.46
2.25 -1.48 -0.17
1.07 -1.27 -0.51
-1.28 -0.44 0.99
0.24 -0.42 0.21

The value obtained for the energy above the lowest of the compared OMol25 structures with the same formula, charge and spin is 4.543 eV. Its electronic energy is -930.17252 Ha. The gap between HOMO and LUMO (alpha / beta) comes out at 0.2559 / 0.2560 hartree. The calculation puts the maximum force at 0.0755 Eh/bohr. The value obtained for the HOMO energy (alpha / beta) is -8.84 / -8.84 eV.


[6]
The following is a DFT calculation (wB97M-V/def2-TZVPD) of a single C2H5NS2 molecule in a non-equilibrium geometry.

Last column: natural (NBO) charge in e.
Atoms and positions in Å:
S1 1.66201 0.23388 1.33724  0.069
S2 -0.63421 -0.32481 -1.45401  0.276
N1 0.89298 1.36893 0.08861  -0.529
C1 0.15890 1.07694 -0.87583  -0.102
C2 -1.01962 -1.15662 0.03610  -0.786
H1 -1.90650 -2.01612 -0.02804  0.251
H2 -0.20150 -1.92860 0.46458  0.225
H3 -1.22480 -0.45150 0.70023  0.210
H4 -0.22366 1.76038 -1.59756  0.201
H5 2.49640 1.43753 1.32868  0.184

Force components x, y, z for each atom (eV/Å):
0.39 3.71 -2.04
-0.49 -1.66 -1.03
0.66 -0.13 1.18
-0.46 -0.94 0.03
0.63 -7.95 -0.81
1.82 2.84 -0.33
-1.27 2.17 -0.97
-1.15 2.69 3.27
0.64 1.81 -0.17
-0.77 -2.51 0.88

The value obtained for the energy above the lowest of the compared OMol25 structures with the same formula, charge and spin is 3.067 eV. Its electronic energy is -930.22673 Ha. The SMILES is CS/C=N\S. The gap between HOMO and LUMO comes out at 0.3402 hartree. The calculation puts the maximum force at 0.1559 Eh/bohr. The value obtained for the HOMO energy is -8.80 eV.


[7]
The following is a DFT calculation (wB97M-V/def2-TZVPD) of a single C2H5NS3 molecule in a non-equilibrium geometry.

Last column: natural (NBO) charge in e.
Atoms and positions in Å:
S1 1.20270 -0.63718 1.08569  -0.068
S2 0.28210 0.48357 -1.77756  0.161
S3 -2.03344 -0.08148 1.61109  0.188
N1 -1.11769 0.38916 0.28685  -0.787
C1 0.15112 0.06272 0.04142  -0.054
C2 2.05442 -0.09947 -2.11563  -0.730
H1 2.05854 -1.25626 -1.99906  0.245
H2 2.57858 0.52671 -1.29382  0.249
H3 2.46916 0.24451 -3.10069  0.239
H4 -1.93678 1.10574 2.64874  0.132
H5 -1.80078 0.63708 -0.52529  0.424

Force components x, y, z for each atom (eV/Å):
-0.24 0.56 -0.74
1.80 -0.88 0.54
-0.09 1.80 2.76
-3.49 1.05 -1.01
0.86 -0.33 -1.72
-0.22 0.28 1.37
0.35 2.28 -0.05
-0.34 -1.77 -1.30
-0.91 -0.37 0.83
0.08 -2.25 -2.41
2.21 -0.39 1.72

The value obtained for the energy above the lowest of the compared OMol25 structures with the same formula, charge and spin is 1.156 eV. Its electronic energy is -1328.45510 Ha. The SMILES is CSC(=S)NS. The gap between HOMO and LUMO comes out at 0.3276 hartree. The calculation puts the maximum force at 0.0736 Eh/bohr. The value obtained for the HOMO energy is -8.72 eV.


[8]
The following is a DFT calculation (wB97M-V/def2-TZVPD) of 2 unconnected molecules or ions with the total composition C2H5O2S in a non-equilibrium geometry.

Last column: natural (NBO) charge in e.
Atoms and positions in Å:
S1 0.92415 0.36295 -2.30553  -0.959
O1 0.34794 -1.80846 1.03187  -0.651
O2 -1.55623 -0.82754 0.38110  -0.702
C1 -0.24851 -0.77969 0.77620  0.807
C2 0.28272 0.58257 0.78237  -0.814
H1 0.72293 1.55298 -2.89965  0.092
H2 1.15801 0.64141 1.40118  0.213
H3 0.56971 0.71287 -0.34006  0.322
H4 -0.47086 1.31774 0.98147  0.213
H5 -1.72987 -1.75482 0.19105  0.479

Force components x, y, z for each atom (eV/Å):
0.19 0.01 -0.80
-0.18 0.37 -0.14
0.19 0.20 0.01
-0.23 -0.61 0.30
0.20 -0.29 -0.95
-0.01 -0.04 0.03
0.32 0.17 0.27
-0.07 0.03 0.98
-0.36 0.38 0.28
-0.04 -0.23 0.02

The value obtained for the energy above the lowest of the compared OMol25 structures with the same formula, charge and spin is 0.469 eV. Its electronic energy is -627.92359 Ha. The gap between HOMO and LUMO comes out at 0.2413 hartree. The calculation puts the maximum force at 0.0198 Eh/bohr. Its net charge is -1. The value obtained for the HOMO energy is -2.83 eV.


[9]
The following is a DFT calculation (wB97M-V/def2-TZVPD) of 2 unconnected molecules or ions with the total composition C2H5O2S in a non-equilibrium geometry.

Last column: natural (NBO) charge in e.
Atoms and positions in Å:
S1 -0.55704 2.15512 1.52148  -0.166
O1 1.60187 -1.63400 -0.80267  -0.791
O2 0.12205 -0.18487 -1.71544  -0.800
C1 0.82460 -1.21819 -1.68775  0.624
C2 -0.82576 0.32023 1.17321  -0.703
H1 -1.72371 0.02437 0.64734  0.220
H2 0.69555 -1.88286 -2.57186  -0.013
H3 0.00028 0.02070 0.52730  0.293
H4 0.50179 2.41163 0.72103  0.138
H5 -0.63964 -0.01213 2.18735  0.198

Force components x, y, z for each atom (eV/Å):
-0.34 -0.34 -0.58
-0.01 0.15 -0.04
0.10 0.19 0.02
-0.18 -0.06 0.31
1.67 1.25 0.31
-0.38 0.39 0.37
0.10 -0.26 -0.34
-0.01 -0.09 0.05
-0.36 -0.31 0.03
-0.60 -0.92 -0.14

The value obtained for the energy above the lowest of the compared OMol25 structures with the same formula, charge and spin is 0.767 eV. Its electronic energy is -627.91261 Ha. The gap between HOMO and LUMO comes out at 0.2781 hartree. The calculation puts the maximum force at 0.0411 Eh/bohr. Its net charge is -1. The value obtained for the HOMO energy is -4.15 eV.


[10]
The following is a DFT calculation (wB97M-V/def2-TZVPD) of a molecular structure, C2H5O2Sn in a non-equilibrium geometry.

Last column: Mulliken charge in e.
Atoms and positions in Å:
Sn1 1.81521 2.50810 0.09970  1.023
O1 0.27966 -1.33285 -0.59551  -0.178
O2 0.13863 2.57721 0.52292  -0.520
C1 0.73397 -0.14948 -0.76482  -0.327
C2 -0.79067 -1.54605 0.36274  -0.488
H1 -1.08008 -0.60035 0.83486  0.296
H2 -0.42944 -2.28299 1.08807  0.251
H3 1.59297 -0.27167 -1.46288  0.335
H4 -0.62067 3.05624 0.10828  0.365
H5 -1.63960 -1.95816 -0.19336  0.243

Force components x, y, z for each atom (eV/Å):
6.52 -1.28 -1.75
0.07 0.74 -0.01
-7.98 1.88 1.04
1.21 -0.35 0.25
-0.57 -0.09 0.13
0.26 -0.21 -0.12
-0.06 0.26 -0.22
-0.41 -0.33 -0.29
0.65 -0.67 0.87
0.29 0.05 0.11

Its electronic energy is -443.58310 Ha. The gap between HOMO and LUMO comes out at 0.2786 hartree. The calculation puts the maximum force at 0.1607 Eh/bohr. Its net charge is +1. The value obtained for the HOMO energy is -13.20 eV.


[11]
The following is a DFT calculation (wB97M-V/def2-TZVPD) of a gas-phase ion, C2H5O4 (charge +1) in a non-equilibrium geometry.

Last column: natural (NBO) charge in e.
Atoms and positions in Å:
O1 -1.34988 1.65998 0.38245  -0.058
O2 0.87378 1.20081 1.08073  -0.606
O3 -2.45265 2.78571 2.07372  0.149
O4 -1.40429 2.35286 1.81343  0.231
C1 -0.54083 -0.46498 0.11078  -0.610
C2 -0.11903 1.01526 0.16792  0.332
H1 -0.01488 -0.95281 -0.62244  0.256
H2 -1.54481 -0.64414 0.10698  0.257
H3 -0.06722 -0.89372 0.96003  0.243
H4 0.09119 1.56134 -0.88974  0.300
H5 1.42813 0.48301 1.06520  0.506

Force components x, y, z for each atom (eV/Å):
0.92 -0.26 -0.52
-3.08 3.84 -0.40
-1.15 0.39 -0.02
1.33 0.24 1.30
2.17 0.67 0.67
-0.48 0.80 -1.07
0.76 -0.95 -2.52
-2.57 -0.38 -0.25
-0.22 -0.29 1.35
-0.08 -1.22 1.41
2.39 -2.84 0.05

The value obtained for the energy above the lowest of the compared OMol25 structures with the same formula, charge and spin is 1.145 eV. Its electronic energy is -379.54435 Ha. The gap between HOMO and LUMO (alpha / beta) comes out at 0.2836 / 0.3708 hartree. The calculation puts the maximum force at 0.0961 Eh/bohr. Its net charge is +1. The value obtained for the HOMO energy (alpha / beta) is -16.95 / -17.09 eV.


[12]
The following is a DFT calculation (wB97M-V/def2-TZVPD) of 2 unconnected molecules or ions with the total composition C2H5O6P in a non-equilibrium geometry.

Last column: natural (NBO) charge in e.
Atoms and positions in Å:
P1 1.79851 -0.43926 -0.05816  2.190
O1 1.32922 -1.77010 0.54696  -1.224
O2 2.50708 -0.51891 -1.37110  -1.203
O3 -1.22402 -1.29264 -0.40832  -0.791
O4 -0.54118 0.89529 -0.67827  -0.600
O5 0.50974 1.45978 1.25993  -0.906
O6 2.84282 0.09603 1.13916  -1.049
C1 -1.32816 0.03430 0.01600  0.206
C2 0.63345 1.11051 0.04027  0.185
H1 1.34247 2.11181 -0.73534  -0.057
H2 -0.27816 -1.55190 -0.47419  0.506
H3 2.50928 -0.13688 2.03730  0.482
H4 -1.13772 0.34280 1.00215  0.173
H5 -2.39001 0.24538 -0.13163  0.089

Force components x, y, z for each atom (eV/Å):
0.93 -0.01 1.11
-0.76 0.73 -0.65
0.31 0.14 -0.21
0.04 -0.62 -0.21
-0.87 0.78 -2.29
-0.61 0.63 0.65
0.59 -0.22 0.51
-1.93 -0.17 -0.82
3.96 1.39 -0.22
-1.52 -2.20 1.15
-0.19 -0.07 0.81
-0.04 0.30 -1.46
0.37 -1.04 2.10
-0.29 0.36 -0.48

The value obtained for the energy above the lowest of the compared OMol25 structures with the same formula, charge and spin is 4.221 eV. Its electronic energy is -872.00871 Ha. The gap between HOMO and LUMO comes out at 0.2176 hartree. The calculation puts the maximum force at 0.0818 Eh/bohr. Its net charge is -2. The value obtained for the HOMO energy is 0.91 eV.